No. 1
Molecular formula: C3H6N2OS
Method: DFT, wB97M-V/def2-TZVPD

Structure (XYZ):
```
13
Properties=species:S:1:pos:R:3:forces:R:3:lowdin_charge:R:1
S 0.77639 -1.35068 0.03139 -0.78 0.14 -0.12 0.8874
O -2.17098 -0.34814 -0.51086 -0.76 1.81 0.80 -0.0684
N 1.82709 0.75969 -0.51643 0.23 3.40 0.01 -0.1828
N 1.93105 -0.47608 -0.82833 0.93 -0.61 -1.03 -0.3795
C 0.90622 1.20325 0.33295 0.58 -0.02 0.22 -0.1892
C 0.12362 0.12623 0.97285 1.50 -0.64 1.49 -0.3989
C -1.77605 -1.36058 -0.96675 -0.54 -2.87 -2.51 -0.3212
H 0.69290 2.22902 0.62008 0.67 -0.06 -0.63 0.1105
H -1.80729 -2.34383 -0.37678 0.32 0.91 -0.61 0.0777
H 0.50086 -0.20144 1.97959 -0.63 1.15 -0.38 0.0671
H 2.45944 1.49576 -1.01849 -1.41 -2.12 1.04 0.2131
H -0.89190 0.51530 1.05580 -0.41 -1.16 -0.38 0.0703
H -1.64256 -1.47663 -2.14767 0.31 0.08 2.08 0.1139
```
Forces are in eV/Å.

Frontier orbital gap (alpha / beta), eV: 7.7190 / 7.7180
Relative energy (zero: lowest compared OMol25 entry of this formula, charge and spin), eV: 5.340
E_HOMO (alpha / beta), eV: -7.0 / -7.0

=====

No. 2
Molecular formula: C3H55N2O29S2
Method: DFT, wB97M-V/def2-TZVPD

Structure (XYZ):
```
91
Properties=species:S:1:pos:R:3:forces:R:3:lowdin_charge:R:1
S 0.19532 0.54499 0.50846 -3.08 0.67 2.57 0.5985
S 2.80980 1.58375 0.50348 1.22 4.82 1.05 0.5549
O -2.46673 -2.55219 4.09540 -0.85 0.45 -0.05 -0.0727
O -0.47465 -0.23529 1.60279 1.48 0.77 -1.63 -0.4081
O -2.88375 -5.83739 3.21339 0.00 -0.13 0.14 -0.0416
O -3.39709 -0.74464 -0.77541 -0.22 0.06 0.25 -0.0624
O -0.69644 -0.52064 5.57337 0.02 -0.03 -0.14 -0.0593
O 0.87804 1.77054 -4.53717 -0.15 0.35 -0.30 -0.0499
O 1.09431 -6.29798 -1.29283 0.02 -0.26 0.33 -0.0528
O 3.91984 1.78962 -3.98837 -0.17 0.26 -0.06 -0.0479
O -0.85766 1.32121 -0.21089 2.21 -0.68 0.32 -0.3834
O -2.26864 -3.78142 -0.67403 0.05 -0.34 0.35 -0.0408
O -3.68141 -2.52939 1.52726 0.22 -0.28 0.10 -0.0606
O 0.27363 5.58094 1.03104 -0.24 0.15 0.26 -0.0508
O -2.85800 7.40598 -1.62180 0.03 -0.06 -0.19 -0.0699
O 5.23225 -1.30064 -4.50968 -0.20 0.03 0.07 -0.0662
O -0.18916 -3.64649 4.26217 0.88 -0.34 0.23 -0.0689
O 3.48919 -4.26281 -0.40759 0.43 -0.37 -0.20 -0.0652
O 2.76990 2.05180 -0.91340 -0.27 -2.39 1.29 -0.3739
O 7.00093 0.35720 0.70205 -0.02 -0.13 -0.22 -0.0747
O -3.29174 3.71914 0.26393 0.15 -0.01 0.00 -0.0540
O -0.28039 -4.76658 1.58733 -0.54 -0.33 -0.24 -0.0683
O -3.12920 5.54880 2.94590 0.17 0.15 -0.11 -0.0550
O -4.16805 -1.23478 -3.64286 -0.21 0.06 -0.30 -0.0588
O 0.23386 -3.74751 -2.38843 -0.34 0.07 0.01 -0.0583
O 1.75748 -0.84888 -3.21108 0.19 -0.27 -0.72 -0.0720
O 3.65078 2.58649 1.25388 -1.98 -2.64 -0.69 -0.3901
O -1.24697 -0.19875 -2.71301 -0.04 -0.11 -0.79 -0.0563
O -0.41817 4.99299 -1.52919 -0.14 -0.03 -0.42 -0.0572
O 3.23352 5.37271 0.13193 -0.06 0.22 -0.02 -0.0841
O -4.62041 7.25900 4.89464 -0.03 0.08 -0.14 -0.0738
N 3.68354 0.09327 0.66947 -0.91 0.63 -0.63 -0.0729
N 1.31341 1.55935 1.27606 1.41 -2.14 -2.73 -0.3176
C 1.33841 -1.96669 0.22311 0.20 0.91 0.55 -0.1259
C 0.92933 -0.70462 -0.63037 -0.03 -2.55 0.58 -0.2347
C 1.68831 -2.82376 1.02936 0.70 1.07 -0.94 0.0421
H 3.97806 2.06785 -3.06060 -0.19 -0.19 0.11 0.0408
H -1.60681 -3.91995 -1.36177 -0.17 0.26 -0.25 0.0163
H 6.03373 0.39282 0.71293 -0.08 0.12 0.13 -0.0092
H -2.67767 -1.75601 3.58672 0.03 -0.05 -0.04 0.0543
H -3.03424 -2.70091 0.82723 -0.09 0.15 -0.28 -0.0029
H -2.05041 -0.64185 -3.02800 -0.08 -0.10 0.26 0.0273
H -0.37808 -1.27055 5.05353 0.00 0.02 0.09 0.0075
H 2.31204 -3.52001 1.63908 -1.35 0.96 -0.88 0.0768
H -0.47674 5.01755 1.25539 0.17 0.04 0.17 0.0319
H -4.42050 8.02580 4.34641 -0.03 -0.10 0.11 0.0258
H -4.65711 -1.68145 -2.94159 0.33 0.08 0.12 0.0370
H -2.49789 3.22024 0.02282 -0.03 -0.15 -0.04 0.0155
H 4.72450 -1.76262 -3.83171 0.04 0.08 -0.07 0.0261
H -2.42008 -2.23984 5.00784 0.17 0.00 -0.10 0.0490
H 3.01069 -5.09599 -0.31598 -0.04 0.13 -0.17 0.0189
H -1.04902 0.44866 -3.40322 0.13 0.12 0.22 0.0420
H -2.91875 -5.94792 4.17158 0.03 0.12 -0.09 0.0525
H 0.20247 -4.02297 -1.46304 0.57 0.05 -0.04 -0.0021
H -2.92829 6.31506 2.39488 0.00 -0.13 0.01 0.0476
H 4.29522 -4.50706 -0.87962 -0.07 0.02 0.07 0.0466
H 3.72627 2.60540 -4.46566 0.35 -0.03 0.02 0.0455
H -3.68126 -6.27850 2.89749 0.11 0.11 -0.09 0.0507
H -2.83061 4.79673 2.41674 -0.33 -0.04 -0.02 0.0212
H -0.49993 0.24641 5.02050 -0.04 -0.08 0.02 0.0469
H 0.09698 -1.06693 -1.31981 0.86 0.93 1.07 0.0795
H -0.06570 6.15756 0.33459 0.10 -0.13 -0.04 0.0343
H -4.55639 -0.35251 -3.67124 0.11 -0.08 0.09 0.0426
H -0.97838 -4.09172 3.93982 -0.10 0.42 0.21 -0.0102
H -2.63966 -0.37015 -0.30027 0.05 0.14 -0.19 0.0166
H 1.98441 -0.86206 -4.14874 -0.01 0.13 0.11 0.0476
H 3.31676 -0.43705 1.47417 0.10 0.31 -0.63 0.0705
H 1.11463 -4.01251 -2.67732 -0.07 0.04 0.14 0.0444
H -3.95526 -1.10857 -0.07635 0.12 0.08 0.00 0.0160
H 3.22121 4.43372 0.36606 0.16 -0.13 0.09 -0.0205
H -3.41539 -3.13341 2.23294 -0.23 0.08 0.14 0.0077
H 1.00611 -6.40275 -0.33596 -0.13 0.11 -0.05 0.0362
H -4.01741 3.13744 0.01034 0.12 0.02 0.11 0.0416
H -2.00213 -4.38629 0.03216 0.04 -0.14 -0.20 0.0206
H -4.31972 6.50650 4.36429 0.09 -0.02 0.04 -0.0037
H 0.19653 4.82609 -2.25296 -0.01 -0.02 0.16 0.0488
H -2.06350 6.91601 -1.87308 -0.06 -0.09 0.17 0.0103
H 1.76556 -0.32417 -1.27874 -0.98 -0.25 0.93 0.0605
H 0.78787 -0.82687 -3.20289 -0.03 0.01 0.04 0.0105
H -0.67544 -3.88440 1.55531 0.37 0.11 -0.07 0.0216
H 0.53761 2.58582 -4.92440 -0.06 -0.14 0.05 0.0389
H -3.58136 6.81939 -1.87120 0.11 0.02 0.13 0.0321
H 4.84792 -0.41335 -4.52483 0.06 0.03 0.07 0.0053
H -0.13783 4.37653 -0.83864 0.15 0.03 -0.10 0.0312
H 1.81223 1.95848 -4.37412 0.02 -0.43 0.34 -0.0026
H 2.59988 5.76666 0.74340 -0.04 -0.17 -0.10 0.0062
H 7.22266 0.32227 -0.23539 -0.01 0.04 0.13 0.0259
H 3.60011 -0.45315 -0.19944 -0.11 0.18 0.66 0.0588
H 0.34402 -6.78642 -1.65193 0.10 0.12 -0.05 0.0528
H -0.77490 -5.21997 2.28280 0.00 -0.11 -0.12 0.0169
H 0.00958 -3.00238 3.57058 -0.02 -0.10 0.01 0.0265
```
Forces are in eV/Å.

Frontier orbital gap, eV: 7.9990
Total charge: -1
E_HOMO, eV: -6.6

=====

No. 3
Molecular formula: C10H22Cl18O4S
Method: DFT, wB97M-V/def2-TZVPD

Structure (XYZ):
```
55
Properties=species:S:1:pos:R:3:forces:R:3:lowdin_charge:R:1
Cl -2.25324 0.54601 -5.83150 -0.02 0.01 0.00 0.4988
Cl -5.61402 8.00941 -4.24695 0.00 0.00 0.00 0.5000
Cl -8.57617 -1.14492 -1.96639 0.00 0.00 0.01 0.5091
Cl -7.65020 5.89116 -4.25379 0.20 -0.06 -0.03 0.4946
Cl 0.32500 0.66797 -4.43584 0.00 0.02 0.02 0.5016
Cl -3.50455 2.27354 -1.82272 0.01 0.01 -0.01 0.5217
Cl -10.96670 5.82548 -3.41545 -0.23 0.04 0.03 0.4809
Cl 4.06986 -3.27903 3.61449 0.30 -0.14 0.36 0.5449
Cl 8.10535 1.10438 3.28982 -0.02 0.03 0.04 0.5025
Cl 13.70746 -2.61449 2.69276 0.00 0.00 0.00 0.5026
Cl 11.08867 -3.89202 2.31745 -0.02 -0.01 -0.01 0.4924
Cl -12.08123 3.43155 -2.12543 0.00 -0.01 0.00 0.5068
Cl 6.45022 -2.13839 2.33339 -0.01 -0.06 -0.07 0.5248
Cl 1.48075 -5.17761 4.38830 -0.16 -0.07 -0.04 0.4798
Cl -8.29939 1.75264 -2.35263 0.06 -0.03 0.00 0.5319
Cl 10.39801 0.59514 1.53453 0.02 0.06 -0.02 0.5343
Cl -4.41652 -0.19235 -0.52721 0.09 -0.09 0.06 0.5446
Cl 0.85987 -5.04845 7.25341 0.00 0.00 0.01 0.5100
S 0.20323 -1.76273 -0.14373 -0.14 0.03 -0.27 0.9175
O -1.34395 -3.12290 1.34889 0.17 0.01 0.22 -0.0605
O 1.49785 -1.20887 0.59439 0.11 0.00 -0.06 -0.3537
O -0.26070 -0.66921 -0.96006 0.04 -0.02 0.15 -0.3919
O -0.83496 -1.78865 1.15258 -0.13 -0.01 -0.06 -0.3236
C 12.25375 -2.71555 1.69312 -0.01 0.03 -0.02 -1.0358
C 8.64158 0.78464 1.64054 -0.07 -0.06 -0.04 -1.0247
C -10.64688 4.43086 -2.37844 0.11 0.00 0.00 -1.0587
C -7.94753 0.36751 -1.30579 0.03 0.00 0.04 -1.0199
C 2.53682 -2.18487 0.85260 -0.11 0.20 0.07 -0.1187
C 5.65485 -2.53468 3.86282 0.03 0.09 0.04 -0.9773
C 1.87217 -5.77748 6.00455 0.09 -0.01 0.01 -1.0253
C -7.19015 7.48596 -4.85440 -0.06 0.05 -0.03 -1.0262
C -1.10850 1.56635 -4.95251 -0.01 0.05 0.02 -1.0294
C -3.04153 0.88235 -0.82822 0.05 0.04 -0.04 -0.9993
H -6.87160 0.28501 -1.21443 -0.06 0.02 -0.05 -0.0576
H 12.54480 -3.02120 0.69559 0.01 -0.03 0.02 0.0249
H 3.40007 -1.90082 0.25700 0.06 -0.05 0.01 0.0890
H -9.88702 3.82203 -2.85284 -0.07 0.03 -0.01 -0.0500
H -7.93611 8.20034 -4.52694 0.01 -0.01 0.03 0.0244
H 2.20376 -3.18523 0.57983 0.04 -0.07 0.00 0.0780
H -1.60557 1.95703 -4.07210 0.00 -0.05 0.01 -0.0190
H 5.52047 -1.61790 4.42440 -0.01 0.01 -0.03 0.0296
H 8.34909 1.61815 1.01370 0.04 0.03 0.03 0.0272
H 6.28194 -3.23301 4.40335 0.00 -0.03 -0.05 0.0289
H -2.27294 0.32225 -1.34290 -0.02 -0.01 -0.03 -0.0094
H -1.16273 -3.58315 0.51360 -0.10 -0.02 -0.13 0.0643
H 8.18114 -0.13630 1.30466 0.01 -0.01 0.03 -0.0205
H -0.79093 2.36745 -5.60875 0.01 -0.03 -0.02 0.0229
H -8.41314 0.54200 -0.34347 -0.03 0.01 -0.02 0.0286
H 2.90674 -5.53217 6.21430 -0.01 0.03 -0.01 0.0193
H -10.30458 4.79149 -1.41604 -0.03 0.01 0.00 0.0290
H 1.71611 -6.84923 6.01551 -0.03 0.01 -0.01 0.0240
H 2.77412 -2.15236 1.90998 -0.12 0.08 -0.19 0.0040
H -7.14209 7.44194 -5.93555 0.03 -0.02 0.01 0.0239
H 11.77459 -1.74476 1.68459 0.01 -0.02 0.02 -0.0473
H -2.67533 1.24566 0.12392 -0.05 0.01 0.01 0.0321
```
Forces are in eV/Å.

Frontier orbital gap, eV: 10.7797
E_HOMO, eV: -10.6

=====

Number 1: largest force on an atom 3.85 eV Å⁻¹. Number 2: largest force on an atom 5.08 eV Å⁻¹. Number 3: largest force on an atom 0.49 eV Å⁻¹.